Entry 1:
A molecular structure, C37H41Cl5FeGeN4Se in a non-equilibrium geometry, computed with ωB97M-V/def2-TZVPD.

Calculated values
HOMO (spin up / spin down): -10.583 / -10.502 eV
net charge: +1
E_LUMO (spin up / spin down): -3.879 / -3.426 eV
orbital gap (spin up / spin down): 6.70 / 7.08 eV
DFT total energy: -263852.22760 eV
ΔE to the lowest compared entry with this formula, charge and spin: 16.6 kcal per mole
F_max: 1.25 eV/Å
multiplicity: 2

Structure (XYZ):
```
90
C37H41Cl5FeGeN4Se ωB97M-V/def2-TZVPD
Fe -0.06 0.41 -0.19
Cl -1.27 -0.40 -3.01
C -1.92 -1.28 -1.66
C -1.26 -1.13 -0.45
C -1.65 -2.00 0.57
Cl -0.68 -2.03 2.01
C -2.74 -2.85 0.45
Cl -3.23 -3.84 1.77
C -3.44 -2.90 -0.76
Cl -4.82 -3.90 -0.92
C -3.00 -2.13 -1.84
Cl -3.80 -2.22 -3.35
C 3.39 -1.86 0.98
C 2.11 -1.58 0.48
N 1.75 -0.38 0.07
C 2.68 0.61 0.09
C 3.97 0.43 0.62
C 4.31 -0.85 1.08
C 4.88 1.54 0.63
C 4.54 2.72 0.06
C 3.27 2.89 -0.59
C 2.93 4.02 -1.35
C 1.74 4.02 -2.05
C 0.87 2.93 -1.93
N 1.14 1.88 -1.18
C 2.34 1.85 -0.54
H 3.62 -2.87 1.29
H 1.37 -2.36 0.40
H 5.29 -1.03 1.50
H 5.85 1.40 1.08
H 5.24 3.55 0.05
H 3.61 4.86 -1.42
H 1.46 4.85 -2.68
H -0.06 2.92 -2.47
C -0.87 0.08 4.57
Ge 0.37 1.14 3.48
C 0.25 3.00 4.14
C 2.21 0.52 3.63
C -0.23 1.39 1.62
H -0.70 0.34 5.62
H -0.74 -0.99 4.46
H -1.90 0.33 4.33
H 0.60 3.06 5.17
H -0.79 3.34 4.12
H 0.85 3.67 3.53
H 2.52 0.51 4.67
H 2.89 1.18 3.08
H 2.32 -0.50 3.24
H 0.24 2.26 1.16
H -1.31 1.52 1.63
C -4.47 6.82 1.77
C -4.47 5.81 0.64
C -3.07 5.36 0.21
C -2.33 4.51 1.24
N -3.04 3.27 1.53
C -3.15 2.23 0.68
Se -2.15 2.02 -0.89
N -3.99 1.32 1.21
C -4.48 0.13 0.51
C -5.52 0.47 -0.55
C -6.81 1.07 -0.01
C -7.67 0.09 0.77
C -4.43 1.78 2.44
C -5.23 1.20 3.41
C -5.43 1.91 4.58
C -4.82 3.16 4.78
C -4.01 3.73 3.83
C -3.82 3.02 2.65
H -5.48 7.17 1.99
H -3.87 7.70 1.52
H -4.07 6.41 2.70
H -4.96 6.25 -0.23
H -5.07 4.94 0.90
H -2.45 6.24 0.01
H -3.13 4.79 -0.71
H -2.21 5.03 2.19
H -1.34 4.25 0.88
H -4.86 -0.55 1.27
H -3.61 -0.33 0.06
H -5.74 -0.46 -1.08
H -5.05 1.13 -1.27
H -7.39 1.45 -0.86
H -6.58 1.95 0.60
H -7.90 -0.79 0.17
H -8.61 0.54 1.08
H -7.17 -0.26 1.68
H -5.69 0.23 3.27
H -6.05 1.50 5.36
H -4.99 3.68 5.72
H -3.53 4.69 4.00
```

Entry 2:
A molecular structure, C37H41Cl6N5O10Si4TeZr in a non-equilibrium geometry, computed with ωB97M-V/def2-TZVPD.

Calculated values
HOMO: -7.025 eV
E_LUMO: -1.235 eV
orbital gap: 5.79 eV
DFT total energy: -182178.34032 eV
ΔE to the lowest compared entry with this formula, charge and spin: 74.3 kcal per mole
F_max: 2.82 eV/Å

Structure (XYZ):
```
105
C37H41Cl6N5O10Si4TeZr ωB97M-V/def2-TZVPD
Zr 0.79 1.39 -1.53
Cl 0.59 6.91 3.33
C 0.98 5.63 2.24
C -0.04 4.93 1.62
C 0.31 3.91 0.76
Cl -0.86 2.94 -0.07
C 1.64 3.54 0.48
O 1.89 2.54 -0.32
C 2.63 4.27 1.16
Cl 4.28 3.79 0.94
C 2.31 5.31 2.01
H -1.08 5.17 1.80
H 3.10 5.85 2.52
O -0.46 4.36 -4.06
C -0.19 3.24 -3.71
O 0.68 2.93 -2.78
C -0.86 2.04 -4.36
C -1.21 2.00 -5.69
C -1.78 0.85 -6.22
C -1.92 -0.30 -5.47
C -1.55 -0.30 -4.14
C -1.13 0.93 -3.51
O -1.08 1.11 -2.19
N -1.54 -1.57 -3.48
O -0.76 -1.74 -2.57
O -2.27 -2.46 -3.88
N -2.20 0.85 -7.61
O -1.96 1.84 -8.27
O -2.78 -0.14 -8.02
H -1.07 2.87 -6.31
H -2.29 -1.20 -5.93
O 3.12 3.05 5.43
C 3.77 2.12 4.69
O 4.87 1.77 5.01
C 3.06 1.58 3.50
C 3.80 0.87 2.56
C 3.22 0.32 1.45
C 1.84 0.45 1.21
C 1.10 1.15 2.17
C 1.69 1.72 3.28
N 1.25 -0.08 0.05
C 1.91 -1.14 -0.62
C 2.11 -1.15 -1.97
C 2.76 -2.24 -2.64
C 2.95 -2.21 -3.98
C 2.48 -1.09 -4.73
C 1.86 -0.08 -4.07
N 1.67 -0.07 -2.73
H 2.28 3.31 5.05
H 4.87 0.77 2.73
H 3.82 -0.20 0.72
H 0.03 1.26 2.04
H 1.05 2.25 3.97
H 2.25 -1.97 0.00
H 3.08 -3.09 -2.04
H 3.46 -3.02 -4.48
H 2.59 -1.06 -5.81
H 1.48 0.78 -4.62
C -2.25 -2.70 5.13
Si -1.19 -1.50 4.10
C -1.81 0.27 4.47
C 0.63 -1.62 4.64
Si -1.37 -2.07 1.77
Te -0.88 -0.33 0.11
Si -1.00 -4.34 1.11
C 0.85 -4.77 1.26
C -1.60 -4.55 -0.66
C -1.95 -5.48 2.29
Si -3.57 -1.23 0.87
C -4.81 -2.35 1.78
C -4.01 0.56 1.37
C -3.99 -1.33 -0.98
H -2.20 -2.46 6.19
H -1.92 -3.73 5.00
H -3.30 -2.66 4.82
H -1.41 0.65 5.41
H -2.90 0.29 4.55
H -1.53 0.95 3.68
H 0.74 -1.44 5.71
H 1.24 -0.88 4.12
H 1.04 -2.60 4.43
H 1.43 -4.29 0.47
H 1.02 -5.85 1.17
H 1.26 -4.45 2.22
H -1.33 -3.68 -1.26
H -2.69 -4.65 -0.71
H -1.17 -5.43 -1.15
H -1.48 -5.52 3.27
H -2.00 -6.50 1.90
H -2.98 -5.13 2.44
H -4.71 -2.25 2.86
H -4.65 -3.40 1.53
H -5.83 -2.10 1.51
H -3.78 0.77 2.41
H -5.07 0.76 1.22
H -3.45 1.27 0.76
H -3.64 -2.26 -1.44
H -3.51 -0.50 -1.52
H -5.06 -1.25 -1.15
Cl 3.01 4.45 -4.55
C 4.15 4.05 -3.25
Cl 4.12 5.33 -2.02
Cl 5.79 3.89 -3.91
C 3.77 2.78 -2.66
N 3.45 1.77 -2.19
```

Entry 3:
A molecular structure, C37H41CuGeNO2PS5Sb, computed with ωB97M-V/def2-TZVPD.

Calculated values
HOMO (spin up / spin down): -1.554 / -1.536 eV
net charge: -2
E_LUMO (spin up / spin down): 3.900 / 3.402 eV
orbital gap (spin up / spin down): 5.45 / 4.94 eV
DFT total energy: -215780.26644 eV
ΔE to the lowest compared entry with this formula, charge and spin: 0.0 kcal per mole
F_max: 0.47 eV/Å
multiplicity: 2

Structure (XYZ):
```
90
C37H41CuGeNO2PS5Sb ωB97M-V/def2-TZVPD
Cu -0.80 0.17 1.19
O -2.14 2.14 -1.41
N -3.15 1.36 -0.90
C -3.89 1.90 -0.01
C -4.89 1.06 0.66
C -6.06 1.67 1.11
C -7.07 0.93 1.69
C -6.91 -0.45 1.83
C -5.74 -1.06 1.42
C -4.71 -0.33 0.83
P -3.05 -1.06 0.50
C -3.10 -2.49 1.64
C -3.53 -3.78 1.32
C -3.54 -4.78 2.28
C -3.13 -4.51 3.58
C -2.70 -3.23 3.91
C -2.68 -2.24 2.95
C -3.23 -1.85 -1.13
C -2.25 -2.74 -1.56
C -2.30 -3.30 -2.83
C -3.33 -2.96 -3.70
C -4.30 -2.06 -3.29
C -4.25 -1.51 -2.01
H -1.92 2.83 -0.74
H -3.76 2.93 0.31
H -6.16 2.74 1.00
H -7.97 1.41 2.04
H -7.69 -1.04 2.29
H -5.62 -2.13 1.57
H -3.85 -4.01 0.31
H -3.87 -5.78 2.02
H -3.14 -5.29 4.33
H -2.37 -3.01 4.92
H -2.33 -1.24 3.21
H -1.42 -2.97 -0.90
H -1.52 -3.98 -3.14
H -3.37 -3.38 -4.70
H -5.10 -1.77 -3.96
H -5.01 -0.79 -1.71
S -3.59 6.31 1.65
Sb -2.03 5.57 3.17
S -1.17 1.83 2.51
S -1.04 3.46 1.39
S -0.15 6.89 3.12
O -0.20 -1.48 0.37
S 1.06 -1.82 -0.56
C 0.79 -0.69 -1.96
C 1.76 -1.04 -3.04
C 3.04 -0.50 -3.06
C 3.95 -0.86 -4.04
C 3.59 -1.77 -5.02
C 2.32 -2.33 -5.01
C 1.41 -1.97 -4.02
C 3.62 0.26 1.29
C 4.79 0.07 0.37
C 5.48 -1.15 0.39
C 6.57 -1.37 -0.44
C 7.00 -0.38 -1.31
C 6.32 0.83 -1.35
C 5.23 1.04 -0.52
H 0.93 0.34 -1.62
H -0.24 -0.81 -2.28
H 3.33 0.21 -2.29
H 4.94 -0.43 -4.04
H 4.30 -2.06 -5.79
H 2.03 -3.05 -5.77
H 0.42 -2.40 -4.00
H 3.08 -0.69 1.33
H 4.00 0.43 2.31
H 5.14 -1.93 1.05
H 7.08 -2.33 -0.41
H 7.85 -0.55 -1.97
H 6.63 1.61 -2.04
H 4.70 1.99 -0.58
C 4.99 3.42 1.91
Ge 3.05 3.18 1.66
C 2.27 3.31 3.44
C 2.42 4.56 0.43
C 2.65 1.38 0.91
H 5.14 4.22 2.65
H 5.49 3.72 0.99
H 5.47 2.52 2.28
H 2.20 4.35 3.74
H 2.89 2.76 4.16
H 1.26 2.90 3.46
H 2.32 5.51 0.95
H 1.43 4.30 0.05
H 3.11 4.66 -0.41
H 1.65 1.12 1.26
H 2.57 1.44 -0.18
```

Entry 4:
A molecular structure, C37H42As3AuIP in a non-equilibrium geometry, computed with ωB97M-V/def2-TZVPD.

Calculated values
HOMO (spin up / spin down): -12.063 / -13.115 eV
net charge: +2
E_LUMO (spin up / spin down): -4.616 / -8.035 eV
orbital gap (spin up / spin down): 7.45 / 5.08 eV
DFT total energy: -242631.67868 eV
ΔE to the lowest compared entry with this formula, charge and spin: 0.0 kcal per mole
F_max: 2.09 eV/Å
multiplicity: 3

Structure (XYZ):
```
85
C37H42As3AuIP ωB97M-V/def2-TZVPD
Au 0.29 2.46 0.81
C 0.62 2.28 4.48
As 1.69 2.51 2.85
C 2.94 3.85 3.38
C 2.80 0.88 2.81
C 3.02 0.18 3.98
C 3.88 -0.91 4.02
C 4.46 -1.30 2.82
C 4.20 -0.61 1.66
C 3.35 0.50 1.60
As 3.01 1.58 0.04
C 4.63 2.69 0.20
C 3.74 0.40 -1.37
H 0.10 1.35 4.46
H -0.06 3.10 4.57
H 1.27 2.30 5.37
H 3.76 3.37 3.88
H 2.48 4.48 4.11
H 3.26 4.44 2.50
H 2.53 0.53 4.88
H 4.15 -1.44 4.93
H 5.13 -2.17 2.74
H 4.71 -0.94 0.76
H 5.50 2.05 -0.03
H 4.66 3.14 1.18
H 4.50 3.44 -0.56
H 4.65 -0.10 -0.96
H 4.08 1.10 -2.16
H 2.99 -0.30 -1.75
C -0.80 -0.38 -0.72
C -0.67 -1.26 0.49
As -0.50 -3.14 -0.06
C 1.08 -3.43 -1.02
C 1.02 -4.40 -2.02
C 2.12 -4.62 -2.82
C 3.26 -3.87 -2.64
C 3.35 -2.91 -1.66
C 2.25 -2.68 -0.85
C -2.06 -3.66 -1.01
C -2.16 -3.76 -2.41
C -3.37 -4.10 -2.98
C -4.49 -4.32 -2.18
C -4.42 -4.12 -0.80
C -3.21 -3.79 -0.21
P -1.42 1.34 -0.24
C -2.94 0.83 0.61
C -3.89 0.10 -0.09
C -5.07 -0.29 0.54
C -5.27 0.08 1.87
C -4.29 0.81 2.58
C -3.14 1.22 1.92
C -1.96 2.09 -1.83
C -1.05 2.02 -2.89
C -1.42 2.43 -4.15
C -2.67 2.97 -4.37
C -3.53 3.16 -3.29
C -3.18 2.71 -2.02
H -1.56 -0.76 -1.41
H 0.13 -0.33 -1.27
H -1.50 -1.27 1.13
H 0.25 -1.01 1.07
H 0.16 -5.03 -2.17
H 2.09 -5.46 -3.49
H 4.12 -4.12 -3.23
H 4.28 -2.34 -1.58
H 2.32 -1.93 -0.08
H -1.27 -3.63 -3.02
H -3.47 -4.26 -4.05
H -5.42 -4.61 -2.64
H -5.33 -4.29 -0.19
H -3.17 -3.74 0.88
H -3.66 -0.21 -1.11
H -5.77 -0.94 0.03
H -6.13 -0.35 2.37
H -4.50 1.09 3.63
H -2.35 1.79 2.41
H -0.06 1.58 -2.78
H -0.68 2.31 -4.96
H -3.01 3.28 -5.36
H -4.47 3.67 -3.42
H -3.90 2.82 -1.19
I 0.86 5.33 -0.89
C -0.36 4.67 0.57
H -1.39 4.73 0.25
H -0.15 5.10 1.53
```

- Which value of F_max does entry 2 give?
  2.82 eV/Å

- Which value of F_max does entry 1 give?
  1.25 eV/Å